ORCA calculation (ωB97M-V/def2-TZVPD) on 18 unconnected molecules or ions with the total composition C57H160F3N13O23S in a non-equilibrium geometry.

Calculated values
LUMO energy: 0.113 eV
E_tot: -147140.1529 eV

Last columns: bonded neighbours and bond lengths (Å).
CARTESIAN COORDINATES (ANGSTROEM)
1 N 4.29087 20.84549 8.88816  H2 1.010, H3 1.010, H4 1.010, H5 1.010
2 H 4.35013 20.42371 9.80397  N1 1.010
3 H 5.14873 21.30418 8.61651  N1 1.010
4 H 3.48151 21.44861 8.92386  N1 1.010
5 H 3.95848 20.13485 8.25208  N1 1.010
6 C 1.95756 18.86149 5.83324  F7 1.349, F8 1.350, F9 1.380, S10 1.960
7 F 2.14302 17.53091 5.71516  C6 1.349
8 F 1.01844 19.11893 4.89840  C6 1.350
9 F 1.48664 19.16777 7.09414  C6 1.380
10 S 3.58073 19.86021 5.37389  C6 1.960, O11 1.480, O12 1.483, O13 1.458
11 O 4.23463 19.15393 4.24931  S10 1.480
12 O 3.20284 21.27619 5.14387  S10 1.483
13 O 4.34263 19.72250 6.60977  S10 1.458
14 C 0.75852 23.25760 5.59086  C15 1.563, O17 1.447, H18 1.090, H19 1.090
15 C 1.13608 23.53345 4.09992  C14 1.563, O16 1.317, H20 1.090, H21 1.090
16 O 1.29389 22.44614 3.37330  C15 1.317, H22 0.960
17 O 1.94002 23.18070 6.42196  C14 1.447, H23 0.960
18 H 0.27924 22.28066 5.65389  C14 1.090
19 H 0.16360 24.07643 5.99544  C14 1.090
20 H 2.03697 24.14274 4.02753  C15 1.090
21 H 0.35152 24.11530 3.61616  C15 1.090
22 H 2.14721 22.10814 3.65475  O16 0.960
23 H 2.39969 22.51517 5.90487  O17 0.960
24 C 2.88250 18.12734 1.65045  C25 1.505, O27 1.395, H28 1.090, H29 1.090
25 C 1.99527 17.52632 0.59346  C24 1.505, O26 1.445, H30 1.090, H31 1.090
26 O 2.53489 17.48439 -0.74634  C25 1.445, H32 0.960
27 O 4.09727 17.47714 1.86754  C24 1.395, H33 0.960
28 H 2.41253 18.43946 2.58307  C24 1.090
29 H 3.06205 19.10660 1.20670  C24 1.090
30 H 1.05223 18.07182 0.62823  C25 1.090
31 H 1.78619 16.47727 0.80297  C25 1.090
32 H 3.23665 16.82957 -0.72778  O26 0.960
33 H 4.33382 17.79367 2.74244  O27 0.960
34 C 3.88188 26.65422 5.24010  C35 1.595, O37 1.441, H38 1.090, H39 1.090
35 C 4.09245 25.83246 6.59114  C34 1.595, O36 1.408, H40 1.090, H41 1.090
36 O 2.82713 25.52518 7.12621  C35 1.408, H42 0.960
37 O 3.17782 27.90943 5.31658  C34 1.441, H43 0.960
38 H 3.36039 25.94048 4.60233  C34 1.090
39 H 4.81916 26.95434 4.77158  C34 1.090
40 H 4.55736 26.44694 7.36209  C35 1.090
41 H 4.64743 24.89824 6.50553  C35 1.090
42 H 2.53399 24.63542 6.91650  O36 0.960
43 H 2.28365 27.73743 5.62067  O37 0.960
44 C 6.12413 21.16806 2.73750  C45 1.505, O47 1.412, H48 1.090, H49 1.090
45 C 6.39707 22.52926 3.31819  C44 1.505, O46 1.491, H50 1.090, H51 1.090
46 O 7.82285 22.96307 3.28957  C45 1.491, H52 0.960
47 O 6.24970 21.12219 1.33207  C44 1.412, H53 0.960
48 H 5.05970 20.97730 2.87425  C44 1.090
49 H 6.76640 20.43673 3.22818  C44 1.090
50 H 6.21309 22.43335 4.38825  C45 1.090
51 H 5.74636 23.31017 2.92467  C45 1.090
52 H 8.31858 22.14103 3.27983  O46 0.960
53 H 5.45827 21.42841 0.88320  O47 0.960
54 C 4.60792 14.39805 4.11095  C55 1.523, H60 1.090, H61 1.090, H62 1.090
55 C 5.68030 14.87786 5.07990  C54 1.523, C56 1.534, N59 1.442, H63 1.090
56 C 5.35319 14.51430 6.53395  C55 1.534, O57 1.474, H64 1.090, H65 1.090
57 O 6.02346 15.37617 7.52435  C56 1.474, C58 1.473
58 C 5.32404 16.64529 7.78812  O57 1.473, H66 1.090, H67 1.090, H68 1.090
59 N 6.89703 14.19556 4.71442  C55 1.442, H69 1.010, H70 1.010
60 H 4.89538 14.64090 3.08797  C54 1.090
61 H 3.67877 14.95858 4.21383  C54 1.090
62 H 4.43927 13.32127 4.09656  C54 1.090
63 H 5.76045 15.96322 5.14051  C55 1.090
64 H 5.31460 13.49595 6.92068  C56 1.090
65 H 4.28138 14.70529 6.58748  C56 1.090
66 H 4.43107 16.56898 8.40851  C58 1.090
67 H 5.15067 17.16749 6.84720  C58 1.090
68 H 6.04692 17.26368 8.32022  C58 1.090
69 H 6.74574 13.22951 4.96734  N59 1.010
70 H 7.56167 14.62627 5.34119  N59 1.010
71 C 8.15648 12.68556 0.22759  C72 1.494, H77 1.090, H78 1.090, H79 1.090
72 C 8.42560 13.47396 1.46725  C71 1.494, C73 1.542, N76 1.427, H80 1.090
73 C 7.53804 14.73363 1.51558  C72 1.542, O74 1.449, H81 1.090, H82 1.090
74 O 7.83368 15.63997 0.42462  C73 1.449, C75 1.415
75 C 7.09894 16.84496 0.52518  O74 1.415, H83 1.090, H84 1.090, H85 1.090
76 N 8.15695 12.69384 2.63181  C72 1.427, H86 1.010, H87 1.010
77 H 8.30805 13.36124 -0.61417  C71 1.090
78 H 7.22826 12.12671 0.34676  C71 1.090
79 H 8.92265 11.91034 0.23763  C71 1.090
80 H 9.42945 13.88736 1.56470  C72 1.090
81 H 7.84395 15.32337 2.37972  C73 1.090
82 H 6.46055 14.57909 1.57256  C73 1.090
83 H 7.21512 17.35949 1.47903  C75 1.090
84 H 6.01633 16.71850 0.51856  C75 1.090
85 H 7.20414 17.51024 -0.33182  C75 1.090
86 H 7.68530 13.22502 3.34979  N76 1.010
87 H 8.88771 12.10528 3.00555  N76 1.010
88 C 0.27437 15.07991 7.03665  C89 1.583, H94 1.090, H95 1.090, H96 1.090
89 C 0.18541 13.98756 8.17913  C88 1.583, C90 1.475, N93 1.467, H97 1.090
90 C 1.24634 12.96706 8.09173  C89 1.475, O91 1.386, H98 1.090, H99 1.090
91 O 1.27681 12.36810 6.84217  C90 1.386, C92 1.452
92 C 2.42726 12.65546 6.00454  O91 1.452, H100 1.090, H101 1.090, H102 1.090
93 N 0.25811 14.57918 9.52006  C89 1.467, H103 1.010, H104 1.010
94 H 1.29429 15.08377 6.65210  C88 1.090
95 H 0.15990 16.06544 7.48801  C88 1.090
96 H -0.43295 14.83020 6.24580  C88 1.090
97 H -0.76888 13.46500 8.11313  C89 1.090
98 H 1.01684 12.19734 8.82860  C90 1.090
99 H 2.16872 13.42363 8.45065  C90 1.090
100 H 3.34727 12.59261 6.58569  C92 1.090
101 H 2.42288 13.61032 5.47887  C92 1.090
102 H 2.36746 11.80806 5.32157  C92 1.090
103 H 0.26673 13.85553 10.22461  N93 1.010
104 H -0.56004 15.11829 9.76519  N93 1.010
105 C 0.07173 22.25907 -0.00007  C106 1.562, H111 1.090, H112 1.090, H113 1.090
106 C 0.99342 23.37988 -0.57719  C105 1.562, C107 1.537, N110 1.413, H114 1.090
107 C 0.35075 24.47421 -1.44351  C106 1.537, O108 1.487, H115 1.090, H116 1.090
108 O -0.42485 24.00210 -2.62089  C107 1.487, C109 1.450
109 C -1.29060 25.00497 -3.21005  O108 1.450, H117 1.090, H118 1.090, H119 1.090
110 N 1.65111 23.93773 0.54263  C106 1.413, H120 1.010, H121 1.010
111 H -0.46151 21.75581 -0.80660  C105 1.090
112 H -0.59359 22.57941 0.80170  C105 1.090
113 H 0.66650 21.45122 0.42626  C105 1.090
114 H 1.72659 22.92395 -1.24254  C106 1.090
115 H 1.09630 25.16600 -1.83553  C107 1.090
116 H -0.33556 25.03054 -0.80509  C107 1.090
117 H -1.98256 24.41334 -3.80943  C109 1.090
118 H -0.84286 25.70833 -3.91215  C109 1.090
119 H -1.86455 25.53530 -2.45017  C109 1.090
120 H 1.12992 24.69787 0.95575  N110 1.010
121 H 1.87855 23.30944 1.30002  N110 1.010
122 C -2.46801 22.87092 3.69150  C123 1.606, H128 1.090, H129 1.090, H130 1.090
123 C -3.29584 22.45768 5.00468  C122 1.606, C124 1.512, N127 1.434, H131 1.090
124 C -3.89167 21.06913 4.94591  C123 1.512, O125 1.418, H132 1.090, H133 1.090
125 O -4.80657 20.75074 5.98141  C124 1.418, C126 1.447
126 C -6.09273 21.41082 6.04043  O125 1.447, H134 1.090, H135 1.090, H136 1.090
127 N -2.49341 22.60991 6.18292  C123 1.434, H137 1.010, H138 1.010
128 H -2.27729 23.93848 3.58171  C122 1.090
129 H -3.08242 22.56906 2.84327  C122 1.090
130 H -1.53412 22.31356 3.76440  C122 1.090
131 H -4.08056 23.21057 5.07869  C123 1.090
132 H -3.08605 20.33514 4.92765  C124 1.090
133 H -4.31077 20.91817 3.95109  C124 1.090
134 H -6.70137 21.25336 5.15000  C126 1.090
135 H -5.87079 22.43518 6.33964  C126 1.090
136 H -6.63423 20.98286 6.88407  C126 1.090
137 H -2.48442 21.81790 6.80962  N127 1.010
138 H -2.97719 23.27802 6.76575  N127 1.010
139 C 4.60867 25.57648 10.58387  C140 1.581, H145 1.090, H146 1.090, H147 1.090
140 C 4.13298 24.07888 10.40802  C139 1.581, C141 1.523, N144 1.392, H148 1.090
141 C 4.17965 23.15458 11.61759  C140 1.523, O142 1.386, H149 1.090, H150 1.090
142 O 3.29611 23.70743 12.53178  C141 1.386, C143 1.451
143 C 3.25057 22.96650 13.77843  O142 1.451, H151 1.090, H152 1.090, H153 1.090
144 N 2.93670 23.96596 9.70580  C140 1.392, H154 1.010, H155 1.010
145 H 4.36647 26.23996 9.75368  C139 1.090
146 H 5.69450 25.66808 10.61040  C139 1.090
147 H 4.10503 26.00437 11.45066  C139 1.090
148 H 4.94735 23.58430 9.87859  C140 1.090
149 H 5.15687 23.02805 12.08358  C141 1.090
150 H 3.85628 22.18154 11.24782  C141 1.090
151 H 2.68024 23.52027 14.52419  C143 1.090
152 H 4.26453 22.74868 14.11390  C143 1.090
153 H 2.71463 22.02670 13.64566  C143 1.090
154 H 3.10406 24.43202 8.82553  N144 1.010
155 H 2.25274 24.59193 10.10639  N144 1.010
156 C 2.96408 13.20454 -1.69819  C157 1.460, H162 1.090, H163 1.090, H164 1.090
157 C 3.08242 14.14291 -0.58559  C156 1.460, C158 1.466, N161 1.438, H165 1.090
158 C 3.35290 13.58101 0.74089  C157 1.466, O159 1.459, H166 1.090, H167 1.090
159 O 2.09538 12.94788 1.12315  C158 1.459, C160 1.407
160 C 1.68798 13.23779 2.43850  O159 1.407, H168 1.090, H169 1.090, H170 1.090
161 N 4.13720 15.06271 -0.91619  C157 1.438, H171 1.010, H172 1.010
162 H 3.79999 12.50657 -1.74492  C156 1.090
163 H 2.74971 13.78580 -2.59501  C156 1.090
164 H 2.10056 12.67046 -1.30173  C156 1.090
165 H 2.16942 14.73571 -0.52979  C157 1.090
166 H 3.50124 14.48377 1.33345  C158 1.090
167 H 4.21903 12.91924 0.74278  C158 1.090
168 H 2.38309 12.91693 3.21437  C160 1.090
169 H 0.77068 12.71287 2.70515  C160 1.090
170 H 1.56748 14.31243 2.57541  C160 1.090
171 H 4.44123 14.93444 -1.87076  N161 1.010
172 H 5.01763 14.88516 -0.45420  N161 1.010
173 C 10.45158 20.53576 2.78226  C174 1.555, H179 1.090, H180 1.090, H181 1.090
174 C 9.75269 20.06716 4.08947  C173 1.555, C175 1.568, N178 1.401, H182 1.090
175 C 10.45802 18.78449 4.65205  C174 1.568, O176 1.392, H183 1.090, H184 1.090
176 O 10.84494 17.83727 3.70835  C175 1.392, C177 1.399
177 C 9.74801 17.17760 3.14465  O176 1.399, H185 1.090, H186 1.090, H187 1.090
178 N 9.70031 21.01213 5.12247  C174 1.401, H188 1.010, H189 1.010
179 H 11.52894 20.69337 2.73186  C173 1.090
180 H 9.94403 21.44302 2.45463  C173 1.090
181 H 10.19174 19.84293 1.98190  C173 1.090
182 H 8.78143 19.75215 3.70800  C174 1.090
183 H 9.89684 18.28356 5.44088  C175 1.090
184 H 11.38103 19.11967 5.12513  C175 1.090
185 H 8.94229 16.97432 3.85005  C177 1.090
186 H 10.08951 16.21372 2.76729  C177 1.090
187 H 9.31189 17.80407 2.36656  C177 1.090
188 H 9.70685 20.42539 5.94453  N178 1.010
189 H 10.53166 21.58228 5.18478  N178 1.010
190 C 10.20005 23.81673 8.64485  C191 1.537, H196 1.090, H197 1.090, H198 1.090
191 C 9.14068 24.88048 8.31652  C190 1.537, C192 1.558, N195 1.422, H199 1.090
192 C 7.91414 24.32414 7.53390  C191 1.558, O193 1.491, H200 1.090, H201 1.090
193 O 7.16865 23.17726 8.12792  C192 1.491, C194 1.411
194 C 6.60507 22.35798 7.12697  O193 1.411, H202 1.090, H203 1.090, H204 1.090
195 N 8.60436 25.28834 9.56922  C191 1.422, H205 1.010, H206 1.010
196 H 10.83998 23.78274 7.76314  C190 1.090
197 H 9.96149 22.77076 8.83762  C190 1.090
198 H 10.90196 24.20654 9.38204  C190 1.090
199 H 9.59877 25.79709 7.94491  C191 1.090
200 H 8.33221 23.98375 6.58656  C192 1.090
201 H 7.23453 25.09897 7.17912  C192 1.090
202 H 7.44015 22.04133 6.50209  C194 1.090
203 H 5.78707 22.82096 6.57504  C194 1.090
204 H 6.16735 21.53856 7.69710  C194 1.090
205 H 9.35086 25.47044 10.22471  N195 1.010
206 H 8.11760 24.44741 9.84491  N195 1.010
207 C 2.95725 18.27195 13.06537  C208 1.444, H213 1.090, H214 1.090, H215 1.090
208 C 3.41328 19.26386 12.11973  C207 1.444, C209 1.571, N212 1.497, H216 1.090
209 C 4.94529 19.03709 11.85746  C208 1.571, O210 1.415, H217 1.090, H218 1.090
210 O 5.57722 20.19163 11.33682  C209 1.415, C211 1.398
211 C 6.97426 20.23051 11.30196  O210 1.398, H219 1.090, H220 1.090, H221 1.090
212 N 2.76899 18.92152 10.81224  C208 1.497, H222 1.010, H223 1.010
213 H 1.89208 18.40016 13.25794  C207 1.090
214 H 3.60028 18.50189 13.91493  C207 1.090
215 H 3.06244 17.21437 12.82337  C207 1.090
216 H 3.15549 20.29204 12.37364  C208 1.090
217 H 5.09885 18.20806 11.16664  C209 1.090
218 H 5.51378 18.86025 12.77049  C209 1.090
219 H 7.35237 20.79439 12.15471  C211 1.090
220 H 7.35505 20.70580 10.39796  C211 1.090
221 H 7.44640 19.24826 11.32085  C211 1.090
222 H 2.76109 17.91702 10.70731  N212 1.010
223 H 1.80940 19.19674 10.96565  N212 1.010
224 C -0.21876 22.67761 9.87833  C225 1.572, H230 1.090, H231 1.090, H232 1.090
225 C 0.50075 21.31529 10.18980  C224 1.572, C226 1.532, N229 1.493, H233 1.090
226 C -0.50666 20.18756 10.43703  C225 1.532, O227 1.493, H234 1.090, H235 1.090
227 O 0.01526 18.94525 11.07890  C226 1.493, C228 1.403
228 C -0.84948 17.89842 11.43122  O227 1.403, H236 1.090, H237 1.090, H238 1.090
229 N 1.37720 21.21389 8.98499  C225 1.493, H239 1.010, H240 1.010
230 H -1.03848 22.50289 9.18144  C224 1.090
231 H 0.51308 23.42412 9.56975  C224 1.090
232 H -0.67418 23.04855 10.79654  C224 1.090
233 H 1.21327 21.34420 11.01417  C225 1.090
234 H -0.93525 19.75528 9.53285  C226 1.090
235 H -1.33151 20.62984 10.99572  C226 1.090
236 H -1.61967 18.18482 12.14739  C228 1.090
237 H -0.35463 17.08529 11.96230  C228 1.090
238 H -1.36372 17.49827 10.55743  C228 1.090
239 H 0.97170 21.94496 8.41823  N229 1.010
240 H 1.09901 20.37029 8.50432  N229 1.010
241 C -2.14330 16.93458 2.62966  C242 1.509, H247 1.090, H248 1.090, H249 1.090
242 C -3.22279 16.72074 1.59685  C241 1.509, C243 1.530, N246 1.450, H250 1.090
243 C -2.85802 16.91954 0.12453  C242 1.530, O244 1.470, H251 1.090, H252 1.090
244 O -2.17968 18.14391 -0.32583  C243 1.470, C245 1.453
245 C -1.83568 18.16926 -1.73762  O244 1.453, H253 1.090, H254 1.090, H255 1.090
246 N -3.89952 15.45182 1.78081  C242 1.450, H256 1.010, H257 1.010
247 H -2.26631 16.40421 3.57394  C241 1.090
248 H -2.19946 17.99902 2.85750  C241 1.090
249 H -1.19724 16.86363 2.09298  C241 1.090
250 H -3.95982 17.48431 1.84552  C242 1.090
251 H -3.71148 16.68220 -0.51059  C243 1.090
252 H -2.04620 16.24784 -0.15453  C243 1.090
253 H -2.63574 17.74051 -2.34109  C245 1.090
254 H -0.95300 17.67644 -2.14519  C245 1.090
255 H -1.83333 19.22608 -2.00452  C245 1.090
256 H -4.32400 15.00755 0.97923  N246 1.010
257 H -3.21882 14.75629 2.05096  N246 1.010